{"formula": "C6H12N2", "method": "ωB97M-V/def2-TZVPD", "smiles": "Cc1c[nH]cn1.CC", "homo_energy_ev": -8.58, "lumo_ev": 0.9, "homo_lumo_gap_ha": 0.348, "energy_ev": -9396.4488, "relative_energy_kj_mol": 38.7, "symbols": ["C", "C", "C", "C", "N", "N", "H", "H", "H", "H", "H", "H", "C", "C", "H", "H", "H", "H", "H", "H"], "xyz": [[0.43458, 1.02338, 1.07613], [-2.80680, -0.32072, 0.47058], [-0.92344, 0.68207, 0.58497], [-1.59285, 1.27031, -0.45724], [-1.67268, -0.31757, 1.14413], [-2.79324, 0.61482, -0.51021], [-3.71489, -0.84513, 0.71197], [-3.50755, 0.83284, -1.16066], [-1.30344, 2.11332, -1.05684], [1.19519, 0.27854, 0.85259], [0.50280, 1.19449, 2.14994], [0.81002, 1.93571, 0.60750], [3.39818, -1.22974, -0.19028], [3.96940, -1.32187, -1.62973], [2.95127, -0.24476, -0.02160], [2.57649, -1.90502, 0.02626], [4.24754, -1.13651, 0.48869], [3.19619, -0.96541, -2.30440], [4.19838, -2.34612, -1.90935], [4.93288, -0.81913, -1.61043]], "nbo_charge": [-0.63, 0.16, 0.09, -0.13, -0.46, -0.51, 0.20, 0.41, 0.22, 0.22, 0.22, 0.21, -0.61, -0.61, 0.19, 0.21, 0.21, 0.20, 0.20, 0.21]}

***

{"formula": "C23H24N5OV", "method": "ωB97M-V/def2-TZVPD", "homo_energy_ev": [-9.49, -8.80], "lumo_ev": [-2.6, -2.6], "homo_lumo_gap_ha": [0.253, 0.227], "energy_ev": -59421.7112, "spin_multiplicity": 2, "charge": 1, "symbols": ["V", "C", "C", "N", "C", "C", "C", "C", "C", "C", "C", "N", "C", "C", "C", "C", "C", "C", "C", "C", "N", "C", "H", "H", "H", "H", "H", "H", "H", "H", "H", "H", "H", "H", "C", "N", "C", "C", "O", "N", "C", "C", "H", "H", "H", "H", "H", "H", "H", "H", "H", "H", "H", "H"], "xyz": [[-0.45284, -0.18096, -0.33294], [-2.53945, 2.86496, 2.07827], [-1.67401, 2.27501, 1.14368], [-1.70602, 0.99824, 0.81504], [-2.65968, 0.19674, 1.43682], [-3.57087, 0.71844, 2.35533], [-3.48612, 2.09261, 2.67469], [-4.55430, -0.13387, 2.92919], [-4.57998, -1.44045, 2.57638], [-3.62473, -1.99198, 1.67605], [-2.64663, -1.21521, 1.12110], [-1.56668, -1.61135, 0.29066], [-1.10981, -2.91539, -0.03204], [-1.72458, -4.11586, 0.18947], [-1.07210, -5.34286, -0.12023], [0.17988, -5.37527, -0.63414], [0.84663, -4.14942, -0.91016], [2.15288, -4.10423, -1.44836], [2.73500, -2.90169, -1.70218], [2.00792, -1.72898, -1.44196], [0.78780, -1.71664, -0.94378], [0.19776, -2.94272, -0.64957], [-2.44593, 3.91876, 2.30026], [-0.93727, 2.87926, 0.62551], [-4.18023, 2.51240, 3.39215], [-5.26879, 0.27508, 3.63141], [-5.33154, -2.09773, 2.99396], [-3.69780, -3.04058, 1.46392], [-2.71257, -4.17397, 0.60271], [-1.59771, -6.26764, 0.07914], [0.67823, -6.31216, -0.84583], [2.67412, -5.03169, -1.65049], [3.73404, -2.83091, -2.10881], [2.43666, -0.75934, -1.67057], [2.21707, 4.23980, -2.03960], [1.75397, 2.84984, -2.04770], [0.93989, 2.47927, -3.20178], [1.66064, 2.13375, -0.92236], [0.76510, 1.23901, -0.81562], [2.51236, 2.34864, 0.09404], [3.90029, 2.75310, -0.14394], [2.28568, 1.65182, 1.35744], [1.38906, 4.87948, -2.34814], [3.04642, 4.38611, -2.73036], [2.52533, 4.53420, -1.04052], [1.43409, 2.84434, -4.09997], [-0.05481, 2.92515, -3.14014], [0.84821, 1.39984, -3.26960], [4.06692, 2.93939, -1.20116], [4.55505, 1.93932, 0.17164], [4.15713, 3.64611, 0.42399], [1.22786, 1.64154, 1.60225], [2.80704, 2.18884, 2.14739], [2.67145, 0.62983, 1.31943]], "mulliken_spin": [1.12, 0.01, -0.01, 0.00, 0.00, 0.01, -0.01, 0.00, 0.00, -0.01, -0.01, -0.01, -0.02, -0.01, 0.00, 0.00, 0.00, -0.01, 0.01, -0.02, 0.00, -0.01, 0.00, 0.00, 0.00, 0.00, 0.00, 0.00, 0.00, 0.00, 0.00, 0.00, 0.00, 0.00, 0.00, 0.01, 0.00, 0.01, -0.05, 0.01, 0.00, 0.00, 0.00, 0.00, 0.00, 0.00, 0.00, 0.00, 0.00, 0.00, 0.00, 0.00, 0.00, 0.00]}

***

{"formula": "H80O40", "method": "ωB97M-V/def2-TZVPD", "homo_energy_ev": -10.19, "lumo_ev": -0.6, "homo_lumo_gap_ha": 0.353, "energy_ev": -83198.8857, "relative_energy_kj_mol": 668.6, "symbols": ["H", "H", "O", "H", "H", "O", "H", "H", "O", "H", "H", "O", "H", "H", "O", "H", "O", "H", "O", "H", "H", "O", "H", "H", "O", "H", "H", "O", "H", "H", "O", "H", "O", "H", "H", "O", "H", "H", "O", "H", "H", "O", "H", "H", "O", "H", "H", "O", "H", "H", "O", "H", "O", "H", "H", "O", "H", "O", "H", "H", "O", "H", "H", "O", "H", "H", "O", "H", "H", "O", "H", "H", "O", "H", "H", "O", "H", "H", "O", "H", "H", "O", "H", "H", "O", "H", "H", "O", "H", "O", "H", "H", "O", "H", "H", "H", "H", "H", "H", "O", "H", "H", "O", "H", "H", "O", "H", "H", "O", "H", "H", "O", "H", "H", "O", "H", "H", "O", "H", "H"], "xyz": [[-1.11843, -0.34927, -4.32207], [-0.44401, 0.23152, -5.63812], [-0.82187, 0.44140, -4.78159], [4.15837, -1.50975, 4.23014], [3.94714, -1.81855, 2.83842], [4.19759, -2.31048, 3.68577], [-0.88756, 1.21890, 1.76046], [-0.81387, -0.23276, 1.55970], [-0.62915, 0.61246, 1.05017], [-3.11138, -4.01957, 2.16560], [-3.16528, -4.02916, 3.64094], [-2.56093, -3.78781, 2.92590], [-4.12586, -4.27730, 0.24406], [-4.35407, -2.65413, 0.14550], [-4.76241, -3.56772, 0.33191], [-0.40322, -1.82895, -2.26011], [-0.73226, -0.92134, -2.01763], [-3.57845, 2.75402, -4.89332], [-3.21616, 2.76815, -3.99873], [-0.77767, -3.41055, 0.05744], [-1.14664, -3.52682, -1.33545], [-1.57651, -3.30846, -0.48874], [2.71817, -0.58608, 1.48085], [4.28895, -0.90509, 1.24250], [3.41193, -1.24603, 1.41940], [-1.78332, -1.72998, 0.87570], [-1.32325, -2.25466, 2.51789], [-1.27535, -1.74210, 1.70302], [3.18823, 0.70244, -3.71492], [4.72464, 0.68935, -3.91837], [4.03668, 0.52161, -3.26931], [-4.60353, 2.55636, -0.20467], [-5.05112, 3.41173, -0.36672], [0.74417, 5.68141, -2.49047], [0.05134, 4.48907, -1.79398], [0.68359, 4.72411, -2.47988], [3.74075, 1.08702, 2.96977], [4.15829, 1.69473, 1.75721], [4.43289, 0.92874, 2.30260], [1.84579, -4.68055, -2.01132], [1.05113, -5.83422, -1.60764], [1.43165, -5.03787, -1.21518], [1.52830, 3.37405, 2.24845], [0.83732, 4.41888, 3.03808], [1.03529, 4.19977, 2.11896], [-3.15620, 5.92958, 0.41841], [-3.74477, 4.43955, 0.27820], [-3.12964, 5.03689, 0.75891], [-3.10341, -1.94621, -3.93397], [-3.18250, -0.93558, -4.97049], [-3.74227, -1.29553, -4.26784], [-4.06622, -4.25601, -2.06757], [-3.32108, -4.35291, -2.68235], [3.26365, -2.42508, -2.29331], [3.26247, -2.99085, -3.55124], [2.56537, -2.71092, -2.92861], [3.24450, -3.14785, 1.20909], [3.41824, -3.95312, 0.69699], [2.47570, 1.39306, 4.34167], [2.35709, 2.50028, 5.13371], [2.49267, 2.35882, 4.17893], [-3.73253, -0.83517, -1.20181], [-3.03499, -2.15865, -1.06601], [-3.57291, -1.54775, -0.53924], [5.87496, 1.67465, 0.16728], [4.81017, 1.03215, -0.76410], [5.20769, 1.88492, -0.49178], [0.12324, -2.99793, -3.91406], [0.98172, -3.30998, -2.61949], [0.06888, -3.22517, -2.98420], [-0.68934, 2.65997, 0.44655], [-1.88760, 3.60027, 0.22884], [-1.54073, 2.72266, -0.00015], [0.22128, 1.90470, -2.43221], [1.61856, 2.12258, -1.99332], [1.12092, 1.75237, -2.76210], [-1.25385, 2.02163, 3.97284], [-2.09461, 1.00696, 4.94328], [-1.88785, 1.30175, 4.05671], [-2.15297, 0.03910, -2.50090], [-1.92902, 0.91604, -1.23083], [-2.60729, 0.59167, -1.83397], [1.89915, -2.69891, 5.05681], [0.89992, -2.62397, 3.78444], [1.00380, -2.58306, 4.73127], [2.96968, 1.88175, -0.10905], [1.55525, 2.75321, 0.13811], [2.01255, 1.98253, -0.18833], [-2.12716, 4.67782, 2.99200], [-1.77296, 4.15219, 3.72678], [1.05603, -0.55126, 4.31142], [0.55401, 0.52406, 4.79404], [1.41369, 0.07947, 4.97233], [-2.97535, -5.22092, -2.44896], [-0.33659, -0.28866, -2.63391], [2.54001, -4.24582, 0.43161], [-3.20431, 1.81341, -3.82450], [-4.99611, 3.45541, -1.33267], [-2.57152, 3.95012, 4.22784], [0.81032, -3.21018, 1.69160], [1.36516, -3.23465, 2.47733], [0.18677, -2.45285, 1.57267], [3.94211, 3.71237, 1.15614], [4.25889, 3.75739, 0.24375], [3.44159, 4.52391, 1.29191], [-3.56294, 1.33248, 0.91373], [-2.84633, 1.91442, 1.21803], [-3.11919, 0.48201, 0.79918], [3.98975, -0.56492, -1.00368], [3.10939, -0.68817, -0.61692], [3.75734, -0.31157, -1.95482], [1.37855, -0.60410, -0.21726], [0.75189, 0.03946, -0.55789], [1.00098, -1.41338, 0.12568], [2.22115, 2.64063, -5.14687], [1.38980, 2.39431, -4.71305], [2.71738, 3.03765, -4.42220], [-5.70292, -1.41969, 1.85723], [-5.10338, -0.66714, 1.95828], [-5.13369, -2.06276, 1.39386]], "lowdin_charge": [0.00, 0.06, -0.02, 0.02, -0.01, -0.09, 0.02, 0.02, -0.09, 0.03, 0.07, -0.04, 0.02, -0.01, -0.10, 0.01, -0.08, 0.03, -0.07, 0.04, 0.03, -0.05, 0.06, 0.07, -0.08, 0.07, 0.07, -0.06, 0.05, 0.08, -0.03, 0.03, -0.05, 0.04, 0.02, -0.04, 0.02, 0.01, -0.05, 0.02, 0.07, -0.03, 0.00, 0.04, -0.06, 0.05, 0.01, -0.06, 0.02, 0.03, -0.04, 0.04, -0.04, 0.08, 0.09, -0.05, -0.02, -0.07, 0.00, 0.06, -0.07, 0.08, 0.03, -0.06, 0.05, 0.00, -0.06, 0.08, 0.01, -0.07, 0.02, 0.03, -0.06, 0.04, 0.03, -0.08, 0.01, 0.05, -0.04, 0.00, 0.02, -0.08, 0.05, -0.01, -0.03, 0.03, 0.03, -0.03, 0.03, -0.06, 0.04, 0.05, -0.07, 0.05, 0.02, -0.02, 0.00, 0.06, 0.05, -0.05, 0.03, -0.01, -0.06, 0.04, 0.04, -0.06, 0.02, 0.02, -0.11, -0.01, 0.01, -0.06, 0.02, 0.03, -0.08, 0.00, 0.03, -0.06, 0.02, -0.02]}

***

{"formula": "C5H11NOS2", "method": "ωB97M-V/def2-TZVPD", "homo_energy_ev": [-8.54, -8.54], "lumo_ev": [0.0, 0.0], "homo_lumo_gap_ha": [0.315, 0.315], "energy_ev": -30568.1775, "relative_energy_kj_mol": 390.0, "symbols": ["C", "C", "C", "C", "C", "N", "O", "S", "S", "H", "H", "H", "H", "H", "H", "H", "H", "H", "H", "H"], "xyz": [[0.94808, -1.45097, 1.66923], [-0.20626, 0.37495, -1.53598], [-1.59889, 1.02662, -1.39516], [-0.08080, -0.73689, 0.83940], [0.44001, 0.24621, -0.14898], [1.92232, 0.10314, -0.43366], [-1.42854, 1.89103, 1.27435], [-2.85664, 0.01553, -0.59405], [-1.97171, 0.51913, 1.34355], [1.61141, -2.10477, 1.10926], [1.59395, -0.70998, 2.15396], [-0.26658, -0.68238, -1.65215], [0.40856, 0.72857, -2.30410], [-1.35371, 1.92837, -0.82685], [-1.72340, 1.36385, -2.49697], [-0.84938, -1.34399, 0.47882], [0.26560, -1.87695, 2.47058], [0.44754, 1.21301, 0.25062], [2.11285, -0.91889, -0.50302], [2.58561, 0.41441, 0.30115]], "nbo_charge": [-0.67, -0.40, -0.59, -0.16, -0.14, -0.83, -0.92, 0.02, 0.97, 0.23, 0.22, 0.19, 0.23, 0.26, 0.25, 0.19, 0.23, 0.22, 0.33, 0.36]}